1.
Formula: C38H116FN2O22Pd
Source: OMol25
Level of theory: ωB97M-V with the def2-TZVPD basis set

```
! wB97M-V def2-TZVPD RIJCOSX def2/J DEFGRID3
* xyz -1 3
Pd -25.576 -31.860 19.685
C -25.505 -35.122 20.919
C -24.163 -35.416 20.224
C -24.459 -36.630 19.331
C -23.358 -36.976 18.320
C -23.155 -35.726 17.465
C -22.766 -34.489 18.331
N -23.764 -34.320 19.377
O -23.717 -33.092 20.018
C -22.778 -33.294 17.388
C -21.341 -34.702 18.867
C -23.116 -35.802 21.309
H -25.790 -36.015 21.479
H -26.295 -34.894 20.202
H -25.391 -34.282 21.604
H -25.351 -36.506 18.712
H -24.616 -37.476 20.010
H -23.695 -37.791 17.676
H -22.430 -37.225 18.837
H -24.045 -35.472 16.882
H -22.351 -35.930 16.751
H -23.757 -32.868 17.170
H -22.383 -33.580 16.403
H -22.074 -32.516 17.694
H -20.624 -34.531 18.053
H -21.161 -35.705 19.253
H -21.011 -33.982 19.621
H -22.473 -36.578 20.893
H -23.610 -36.270 22.165
H -22.602 -34.916 21.677
C -27.187 -28.716 19.628
C -25.980 -28.181 18.816
C -25.611 -26.870 19.539
C -24.188 -26.422 19.219
C -23.241 -27.564 19.592
C -23.512 -28.830 18.753
N -24.923 -29.188 18.888
O -25.291 -30.313 18.181
C -22.665 -29.922 19.419
C -23.013 -28.630 17.316
C -26.436 -27.878 17.373
H -27.557 -29.694 19.309
H -27.998 -27.989 19.620
H -26.818 -28.949 20.630
H -25.828 -26.918 20.607
H -26.237 -26.059 19.151
H -23.894 -25.532 19.784
H -24.154 -26.139 18.164
H -23.324 -27.744 20.664
H -22.230 -27.213 19.364
H -21.602 -29.863 19.180
H -23.020 -30.920 19.131
H -22.784 -29.925 20.506
H -23.062 -29.542 16.728
H -21.965 -28.314 17.323
H -23.575 -27.838 16.820
H -26.959 -26.920 17.307
H -27.173 -28.614 17.042
H -25.642 -27.891 16.628
F -27.515 -32.282 20.586
C -24.970 -33.900 14.256
O -25.949 -34.901 14.001
H -24.679 -33.871 15.314
H -24.000 -34.058 13.777
H -25.473 -32.973 13.996
H -25.488 -35.718 13.762
C -19.481 -30.532 17.972
O -18.227 -30.926 17.473
H -20.033 -29.945 17.240
H -20.127 -31.389 18.213
H -19.353 -29.958 18.897
H -17.696 -31.389 18.141
C -21.351 -30.706 14.911
O -22.216 -31.109 13.856
H -21.625 -31.233 15.829
H -20.297 -30.845 14.667
H -21.439 -29.622 15.055
H -23.107 -30.818 14.086
C -17.983 -33.602 19.315
O -16.900 -32.677 19.192
H -18.923 -33.054 19.358
H -18.003 -34.364 18.536
H -17.933 -34.070 20.305
H -16.095 -33.184 19.325
C -24.503 -34.690 24.914
O -25.927 -34.723 25.088
H -24.119 -35.616 25.342
H -24.265 -34.671 23.847
H -24.113 -33.816 25.437
H -26.234 -33.851 25.337
C -21.945 -37.831 24.218
O -21.035 -37.189 25.092
H -22.988 -37.561 24.406
H -21.707 -37.704 23.160
H -21.878 -38.901 24.424
H -20.994 -36.266 24.793
C -27.184 -38.903 21.906
O -28.084 -40.004 21.876
H -26.597 -38.897 22.829
H -26.512 -39.033 21.055
H -27.600 -37.898 21.808
H -28.970 -39.675 22.051
C -27.265 -33.717 17.379
O -26.105 -33.243 18.039
H -27.852 -34.430 17.965
H -27.924 -32.876 17.169
H -27.004 -34.168 16.416
H -25.394 -33.905 17.985
C -26.732 -37.592 16.345
O -25.829 -38.510 15.719
H -26.981 -37.997 17.328
H -26.235 -36.635 16.476
H -27.644 -37.442 15.768
H -26.266 -39.316 15.438
C -26.010 -30.251 14.629
O -24.828 -30.477 15.363
H -26.430 -29.254 14.799
H -25.826 -30.316 13.555
H -26.723 -31.029 14.923
H -24.987 -30.419 16.330
C -21.307 -39.435 20.373
O -21.435 -40.287 21.486
H -21.940 -39.726 19.526
H -21.651 -38.448 20.690
H -20.294 -39.288 19.977
H -21.228 -41.188 21.222
C -20.482 -32.279 21.813
O -21.775 -32.444 22.352
H -20.010 -33.261 21.689
H -20.501 -31.774 20.843
H -19.825 -31.699 22.460
H -22.404 -32.768 21.681
C -23.039 -37.717 13.523
O -24.320 -37.211 13.824
H -22.637 -37.213 12.648
H -22.346 -37.568 14.362
H -23.061 -38.798 13.334
H -24.676 -37.675 14.607
C -19.057 -36.357 22.096
O -17.778 -36.729 21.564
H -18.866 -35.692 22.936
H -19.681 -35.798 21.389
H -19.527 -37.279 22.443
H -17.887 -37.519 21.031
C -20.771 -33.624 25.358
O -20.914 -34.456 24.210
H -21.717 -33.520 25.892
H -20.085 -34.180 26.000
H -20.315 -32.659 25.131
H -21.369 -33.943 23.520
C -19.428 -36.738 16.541
O -18.426 -37.445 15.822
H -20.446 -37.054 16.320
H -19.228 -36.774 17.616
H -19.357 -35.673 16.302
H -18.812 -38.265 15.507
C -28.550 -34.897 22.652
O -28.998 -34.428 21.380
H -29.129 -35.808 22.810
H -27.483 -35.128 22.649
H -28.699 -34.167 23.450
H -28.557 -33.560 21.246
C -29.004 -36.831 19.232
O -29.940 -35.766 19.204
H -29.069 -37.401 18.304
H -27.982 -36.455 19.348
H -29.298 -37.492 20.056
H -29.692 -35.209 19.977
C -20.591 -34.017 13.845
O -20.841 -33.263 12.683
H -19.853 -34.796 13.662
H -20.293 -33.365 14.672
H -21.495 -34.547 14.186
H -21.220 -32.402 12.929
C -25.198 -31.524 22.817
O -25.034 -30.794 21.610
H -25.809 -32.420 22.711
H -24.212 -31.910 23.107
H -25.610 -30.926 23.631
H -24.881 -29.879 21.859
*
```

## Properties
LUMO (alpha / beta), eV: 1.69 / 1.69
HOMO energy (alpha / beta), eV: -4.7 / -4.6
ΔE to the lowest compared entry with this formula, charge and spin, kcal per mole: 0.0
⟨S²⟩: 2.01

=====

2.
Formula: C38H20BrN8Ni
Source: OMol25
Level of theory: ωB97M-V with the def2-TZVPD basis set

```
! wB97M-V def2-TZVPD RIJCOSX def2/J DEFGRID3
* xyz -1 1
Ni -0.169 0.695 -0.058
C -5.480 4.170 1.249
C -6.085 2.896 1.336
C -5.373 1.756 1.030
C -4.041 1.900 0.637
C -3.025 0.937 0.292
N -1.867 1.553 0.039
C -2.080 2.934 0.169
N -1.220 3.888 -0.094
C 0.051 3.626 -0.300
C 1.033 4.614 -0.622
C 0.950 5.975 -0.944
C 2.119 6.645 -1.228
C 3.371 5.989 -1.191
C 3.457 4.655 -0.860
C 2.273 3.970 -0.576
C 2.012 2.603 -0.211
N 3.005 1.737 0.119
C 2.683 0.500 0.346
N 1.517 -0.136 0.149
C 1.744 -1.557 0.290
N 1.953 -2.073 -1.121
C -0.368 -2.318 -0.562
N -1.032 -1.007 -0.301
C -2.345 -1.204 -0.157
N -3.303 -0.380 0.170
C -2.690 -2.602 -0.462
C -3.951 -3.156 -0.585
C -4.045 -4.459 -1.044
C -2.889 -5.153 -1.397
C -1.631 -4.577 -1.266
C -1.529 -3.288 -0.752
C 3.087 -1.690 0.981
C 3.791 -2.766 1.495
C 5.077 -2.537 1.981
C 5.653 -1.271 1.925
C 4.953 -0.203 1.375
C 3.675 -0.441 0.913
N 0.694 2.397 -0.093
C -3.443 3.160 0.542
C -4.169 4.317 0.855
H -6.061 5.048 1.509
H -7.118 2.819 1.652
H -5.824 0.773 1.089
H -0.010 6.475 -0.966
H 2.084 7.697 -1.485
H 4.269 6.547 -1.428
H 4.410 4.143 -0.817
H -4.821 -2.557 -0.352
H -5.014 -4.929 -1.159
H -2.965 -6.159 -1.792
H -0.773 -5.147 -1.583
H 3.381 -3.764 1.508
H 5.637 -3.360 2.407
H 6.655 -1.122 2.308
H 5.379 0.789 1.299
H -3.701 5.291 0.790
Br 1.604 -6.292 -1.719
C 1.303 -4.690 -0.714
C 0.859 -4.831 0.543
C 0.820 -3.596 1.307
C 0.591 -2.469 0.621
C 0.632 -2.318 -1.694
C 1.590 -3.466 -1.538
H 0.780 -5.816 0.985
H 1.367 -3.568 2.245
H 0.403 -1.883 -2.660
H 2.154 -3.713 -2.427
*
```

## Properties
LUMO (alpha / beta), eV: 2.13 / 2.12
HOMO energy (alpha / beta), eV: -3.0 / -3.0

=====

3.
Formula: C38H21AuN8Se
Source: OMol25
Level of theory: ωB97M-V with the def2-TZVPD basis set

```
! wB97M-V def2-TZVPD RIJCOSX def2/J DEFGRID3
* xyz 0 1
Au -1.243 -0.001 0.022
C -0.918 -6.504 0.740
C -0.843 -6.501 -0.660
C -0.897 -5.323 -1.381
C -1.032 -4.144 -0.660
C -1.103 -2.758 -1.086
N -1.233 -1.982 0.022
C -1.221 -2.761 1.151
N -1.295 -2.374 2.397
C -1.345 -1.116 2.784
C -1.385 -0.692 4.167
C -1.395 -1.415 5.356
C -1.420 -0.696 6.534
C -1.432 0.708 6.533
C -1.418 1.426 5.354
C -1.396 0.703 4.166
C -1.360 1.125 2.782
N -1.324 2.380 2.392
C -1.248 2.765 1.143
N -1.239 1.982 0.018
C -1.105 2.754 -1.093
N -1.022 2.367 -2.349
C -1.009 1.116 -2.728
N -1.135 -0.005 -1.956
C -1.018 -1.126 -2.725
N -1.036 -2.378 -2.344
C -0.844 -0.703 -4.106
C -0.677 -1.430 -5.275
C -0.510 -0.713 -6.447
C -0.505 0.688 -6.449
C -0.668 1.410 -5.280
C -0.839 0.688 -4.108
C -1.051 4.140 -0.672
C -0.919 5.320 -1.396
C -0.886 6.501 -0.681
C -0.979 6.508 0.720
C -1.106 5.336 1.439
C -1.142 4.148 0.719
N -1.348 0.002 2.002
C -1.105 -4.146 0.732
C -1.048 -5.329 1.457
H -0.866 -7.448 1.267
H -0.736 -7.443 -1.183
H -0.831 -5.309 -2.460
H -1.378 -2.496 5.347
H -1.428 -1.220 7.481
H -1.447 1.233 7.479
H -1.419 2.508 5.344
H -0.670 -2.512 -5.261
H -0.372 -1.241 -7.382
H -0.364 1.211 -7.386
H -0.654 2.491 -5.269
H -0.840 5.302 -2.475
H -0.782 7.441 -1.206
H -0.944 7.455 1.243
H -1.168 5.333 2.519
H -1.096 -5.321 2.537
Se 1.739 -0.151 -0.331
C 3.637 -0.057 -0.218
C 4.396 -1.193 0.071
C 5.780 -1.129 0.139
C 6.442 0.072 -0.079
C 5.697 1.208 -0.365
C 4.313 1.145 -0.433
H 3.887 -2.133 0.242
H 6.346 -2.025 0.364
H 7.522 0.122 -0.026
H 6.197 2.154 -0.538
H 3.739 2.035 -0.658
*
```

## Properties
LUMO (alpha / beta), eV: -2.12 / -2.12
HOMO energy (alpha / beta), eV: -5.9 / -5.9
ΔE to the lowest compared entry with this formula, charge and spin, kcal per mole: 0.0

=====

4.
Formula: C38H21BaF4N13O8P2
Source: OMol25
Level of theory: ωB97M-V with the def2-TZVPD basis set

```
! wB97M-V def2-TZVPD RIJCOSX def2/J DEFGRID3
* xyz 0 1
Ba 0.104 3.099 0.132
O 2.754 3.438 -3.653
P 3.104 4.162 -2.198
O 4.531 4.365 -1.993
O 2.418 3.218 -1.099
O 2.083 5.452 -2.309
P 0.448 5.445 -2.341
O 0.308 7.072 -2.543
O -0.133 5.362 -0.878
O -0.106 4.503 -3.364
H 1.787 3.551 -3.860
H 0.617 7.352 -3.444
C -6.136 -9.269 -2.221
O -6.331 -8.733 -0.902
C -5.664 -7.628 -0.621
C -5.265 -6.760 -1.644
C -4.541 -5.652 -1.365
C -4.147 -5.312 -0.055
C -4.708 -6.060 0.990
C -5.408 -7.229 0.703
C -3.227 -4.205 0.022
N -2.714 -3.599 -1.078
C -1.943 -2.629 -0.573
C -1.911 -2.646 0.845
N -2.754 -3.649 1.208
C -1.450 -1.540 1.586
C -1.722 -1.273 2.999
C -1.228 -0.081 3.508
C -0.574 0.824 2.691
N -0.473 0.589 1.414
C -0.867 -0.492 0.809
C -0.743 -0.536 -0.633
N -0.098 0.430 -1.219
C 0.042 0.451 -2.566
C -0.708 -0.473 -3.354
C -1.483 -1.445 -2.783
C -1.406 -1.579 -1.379
H -6.644 -10.226 -2.198
H -5.070 -9.471 -2.474
H -6.563 -8.684 -3.045
H -5.576 -7.010 -2.659
H -4.146 -5.045 -2.187
H -4.470 -5.789 2.052
H -5.804 -7.807 1.519
H -3.272 -3.834 2.119
H -2.183 -2.046 3.628
H -1.409 0.172 4.507
H -0.147 1.723 3.117
H 0.629 1.217 -3.040
H -0.690 -0.386 -4.468
H -1.980 -2.233 -3.370
N -1.485 4.919 4.488
C -0.390 4.804 3.740
N -0.743 4.468 2.500
C -2.125 4.539 2.536
N -2.600 4.730 3.757
C -3.041 4.350 1.444
C -4.360 4.821 1.575
N -5.299 4.729 0.627
C -4.917 4.111 -0.459
C -3.606 3.714 -0.676
N -2.704 3.782 0.305
H -1.562 5.245 5.502
H 0.635 5.023 4.127
H -4.645 5.263 2.533
H -5.683 3.893 -1.216
H -3.277 3.384 -1.706
F 6.239 0.378 -2.333
C 6.550 0.536 -1.011
C 7.907 0.572 -0.649
F 8.774 0.558 -1.711
C 8.494 0.494 0.605
C 7.543 0.260 1.547
C 6.155 0.322 1.304
F 5.310 0.168 2.368
C 5.552 0.464 0.014
C 4.113 0.367 -0.134
C 3.209 0.748 0.806
N 2.392 1.117 1.583
C 3.502 -0.138 -1.258
N 2.848 -0.465 -2.178
F 7.893 -0.240 2.761
C 9.926 0.459 1.033
C 10.414 0.652 2.403
N 10.815 0.836 3.511
C 10.991 0.867 0.206
N 12.042 1.164 -0.277
*
```

## Properties
LUMO (alpha / beta), eV: -4.31 / -4.31
HOMO energy (alpha / beta), eV: -8.0 / -8.0
ΔE to the lowest compared entry with this formula, charge and spin, kcal per mole: 0.0